# C17H14ClF5O8PS2

2 unconnected molecules or ions with the total composition C17H14ClF5O8PS2 at a distorted geometry (ωB97M-V/def2-TZVPD, the OMol25 dataset).

Computed properties:
Charge: -1
Energy: -91298.625 eV
M: 571.84 g/mol
Multiplicity: 1
Frontier orbital gap: 4.1 eV
F_max: 7.40 eV Å⁻¹
Highest occupied orbital energy: -4.27 eV
Lowest unoccupied orbital energy: -0.1979 eV

```
48
C17H14ClF5O8PS2 (ωB97M-V/def2-TZVPD)
F 2.914 -2.780 -0.831
O -5.927 -1.390 2.727
S 6.043 -1.496 -1.455
F 3.835 1.868 1.079
H -4.702 1.734 -2.147
C -2.083 -0.469 -0.970
C 0.902 2.695 1.054
O 6.583 -4.447 0.612
H 5.354 -2.067 1.130
H -4.221 -0.929 -1.365
C -1.508 -1.706 -1.411
P 5.297 -0.918 0.240
C -1.248 0.393 0.060
C 7.043 -4.887 -0.462
O -3.965 -1.733 1.304
O 0.150 -3.483 -1.054
H -3.344 -0.128 -2.755
Cl -3.786 0.475 3.310
O 7.385 -4.292 -1.521
F -0.073 5.800 -0.543
H 1.755 3.217 1.632
H 6.085 0.098 0.915
C -4.016 1.394 -1.284
H -3.092 2.088 -1.339
H 7.569 -6.159 -1.476
S -4.837 -0.674 1.939
C 0.946 -1.175 -0.394
F 2.019 5.419 0.327
H -6.638 0.710 1.044
H -5.587 2.424 -0.095
F 0.179 5.142 1.631
C -5.650 0.313 0.593
C 2.450 -1.520 -0.372
O 7.227 -6.235 -0.564
C 1.356 1.250 0.576
H -4.181 1.949 0.971
H -2.071 -2.350 -2.181
C 2.877 0.933 0.613
C -4.813 1.583 0.087
C 3.448 -0.455 0.165
H -5.963 -0.420 -0.227
O 0.590 3.581 -0.093
C -0.093 -2.254 -0.940
O -1.759 1.195 0.881
C 0.342 0.192 0.093
C -3.496 -0.083 -1.608
H 0.021 2.665 1.798
C 0.682 4.935 0.304
```

Mulliken atomic charge list, values in e, 5 entries:
1. F -0.250
2. O -0.597
3. S -0.308
4. F -0.321
5. H 0.446

# C4H8O3

A single C4H8O3 molecule (ωB97M-V/def2-TZVPD, the OMol25 dataset).

Computed properties:
Charge: 0
Energy: -10419.950 eV
M: 104.10 g/mol
SMILES: COC(=O)[C@@H](C)O
Multiplicity: 1
Frontier orbital gap: 11.2 eV
F_max: 0.57 eV Å⁻¹
Highest occupied orbital energy: -10.34 eV
Lowest unoccupied orbital energy: 0.8298 eV
Energy relative to the best compared isomer or geometry (same formula, charge and spin): 24.3 kcal per mole

```
15
C4H8O3 (ωB97M-V/def2-TZVPD)
O 0.621 -1.522 -0.677
H -2.853 -0.769 -0.130
O -2.048 -1.107 0.291
H -2.571 0.913 -1.059
C 0.298 -0.563 -0.024
H -1.127 0.564 1.101
H 2.737 -1.045 0.826
H 3.116 0.701 0.933
H 2.842 -0.074 -0.661
O 1.173 0.287 0.546
H -1.226 0.151 -1.932
C -1.480 0.757 -1.055
C 2.551 -0.060 0.393
H -0.952 1.713 -1.095
C -1.126 -0.049 0.187
```

Mulliken atomic charge list, values in e, 5 entries:
1. O -0.551
2. H 0.332
3. O -0.505
4. H 0.374
5. C 0.464

# CdH10O9P

A molecular structure, CdH10O9P at a distorted geometry (ωB97M-V/def2-TZVPD, the OMol25 dataset).

Computed properties:
Charge: -1
Energy: -32445.978 eV
M: 297.46 g/mol
Multiplicity: 1
Frontier orbital gap: 3.7 eV
F_max: 5.11 eV Å⁻¹
Highest occupied orbital energy: -1.93 eV
Lowest unoccupied orbital energy: 1.7433 eV
Energy relative to the best compared isomer or geometry (same formula, charge and spin): 7.1 kcal per mole

```
21
CdH10O9P (ωB97M-V/def2-TZVPD)
H -8.366 7.313 -20.679
O -5.603 5.839 -19.415
Cd -7.224 6.340 -18.002
H -7.592 3.380 -18.088
H -9.413 7.202 -19.517
P -7.676 6.533 -15.404
H -4.904 6.462 -19.630
O -8.191 5.652 -14.276
O -8.692 6.907 -16.596
H -5.291 4.985 -19.723
O -7.344 7.881 -14.719
H -10.731 8.319 -18.210
O -8.478 7.001 -19.780
O -6.809 8.562 -17.911
O -10.649 7.364 -18.278
O -8.015 4.234 -18.205
O -6.463 5.882 -16.184
H -10.044 7.116 -17.509
H -6.798 9.178 -18.647
H -8.950 4.090 -18.032
H -6.754 9.087 -17.097
```

Mulliken atomic charge list, values in e, 5 entries:
1. H 0.232
2. O -0.399
3. Cd 1.152
4. H 0.247
5. H 0.360

# H12O6

6 unconnected molecules or ions with the total composition H12O6 at a distorted geometry (ωB97M-V/def2-TZVPD, the OMol25 dataset).

Computed properties:
Charge: -1
Energy: -12478.089 eV
M: 108.09 g/mol
Multiplicity: 2
Frontier orbital gap (alpha / beta): 1.4 / 9.6 eV
F_max: 5.18 eV Å⁻¹
Highest occupied orbital energy (alpha / beta): 0.87 / -7.33 eV
Lowest unoccupied orbital energy (alpha / beta): 2.2299 / 2.2283 eV
Energy relative to the best compared isomer or geometry (same formula, charge and spin): 45.8 kcal per mole

```
18
H12O6 (ωB97M-V/def2-TZVPD)
H -0.368 -3.948 -0.372
H -0.628 8.709 -0.907
O -1.271 -3.471 -0.498
H 2.794 3.560 -9.312
H -1.309 -2.753 0.058
O -1.001 -1.115 3.302
H -0.970 8.374 -2.207
O -0.178 8.702 -1.786
H -1.522 -3.028 3.049
O -1.231 -3.945 3.196
H -0.251 -3.412 4.734
H -1.115 -0.138 3.033
H 1.026 -3.764 5.423
H -0.462 -1.320 4.134
O 0.463 -3.034 5.248
H -0.829 -4.341 2.378
O 3.161 2.771 -9.530
H 4.091 2.789 -9.476
```

Mulliken atomic charge list, values in e, 5 entries:
1. H 0.587
2. H 0.320
3. O -1.451
4. H 0.298
5. H 0.495

# C4H9INS

2 unconnected molecules or ions with the total composition C4H9INS at a distorted geometry (ωB97M-V/def2-TZVPD, the OMol25 dataset).

Computed properties:
Charge: +1
Energy: -24707.704 eV
M: 230.09 g/mol
Multiplicity: 1
Frontier orbital gap (alpha / beta): 5.0 / 5.0 eV
F_max: 4.31 eV Å⁻¹
Highest occupied orbital energy (alpha / beta): -11.90 / -11.88 eV
Lowest unoccupied orbital energy (alpha / beta): -6.9168 / -6.9151 eV
Energy relative to the best compared isomer or geometry (same formula, charge and spin): 108.4 kcal per mole

```
16
C4H9INS (ωB97M-V/def2-TZVPD)
C 0.147 -0.088 1.141
H -1.794 0.229 0.223
C -0.294 1.254 -0.832
S -3.875 -4.409 0.677
H 0.367 -2.374 1.047
H -0.272 -0.244 2.124
H -0.532 2.282 -0.653
C -0.781 0.073 -0.014
C -0.196 -1.212 -0.599
I -1.817 -3.413 0.403
H -0.117 -1.478 -1.627
H -0.782 1.195 -1.835
N 0.718 -1.444 0.552
H 1.725 -1.436 0.383
H 0.879 0.593 1.137
H 0.790 1.125 -1.101
```

Mulliken atomic charge list, values in e, 5 entries:
1. C -0.817
2. H 0.441
3. C -1.441
4. S -0.194
5. H 0.240

# C5H12S2

A single C5H12S2 molecule at a distorted geometry (ωB97M-V/def2-TZVPD, the OMol25 dataset).

Computed properties:
Charge: 0
Energy: -27049.958 eV
M: 136.29 g/mol
SMILES: CCCSSCC
Multiplicity: 1
Frontier orbital gap: 9.1 eV
F_max: 1.60 eV Å⁻¹
Highest occupied orbital energy: -8.29 eV
Lowest unoccupied orbital energy: 0.8040 eV
Energy relative to the best compared isomer or geometry (same formula, charge and spin): 6.1 kcal per mole

```
19
C5H12S2 (ωB97M-V/def2-TZVPD)
C 2.787 0.535 -0.830
H -4.234 -0.540 0.345
C 2.245 -0.524 0.111
H 1.955 0.899 -1.434
S -1.102 1.165 -0.639
C -2.050 -0.163 0.132
H 2.981 -1.044 0.720
H 3.533 0.112 -1.489
H -2.104 -0.010 1.208
H 0.334 -0.835 1.242
H -3.582 -0.702 -1.326
H -1.591 -1.103 -0.168
H 1.645 0.043 2.027
C 1.105 -0.087 1.084
C -3.510 -0.172 -0.377
S 0.340 1.526 0.811
H 3.208 1.380 -0.288
H -3.797 0.848 -0.618
H 1.837 -1.327 -0.510
```

Mulliken atomic charge list, values in e, 5 entries:
1. C -1.112
2. H 0.337
3. C -0.301
4. H 0.262
5. S -0.130